Entry 1:
{"formula": "C24H37N3O6S", "method": "wB97M-V/def2-TZVPD", "homo_energy_ev": -8.974, "e_tot_ev": -53080.0250, "max_force_ha_per_bohr": 0.0165, "smiles": "CC[C@H](C(=O)NC1CCCCC1)N(C[C@@H]1CCCO1)C(=O)CNS(=O)(=O)c1ccc(OC)cc1", "symbols": ["C", "C", "C", "C", "O", "N", "C", "C", "C", "C", "C", "C", "N", "C", "C", "C", "C", "C", "O", "C", "O", "C", "N", "S", "O", "O", "C", "C", "C", "C", "O", "C", "C", "C", "H", "H", "H", "H", "H", "H", "H", "H", "H", "H", "H", "H", "H", "H", "H", "H", "H", "H", "H", "H", "H", "H", "H", "H", "H", "H", "H", "H", "H", "H", "H", "H", "H", "H", "H", "H", "H"], "xyz": [[3.56, 1.12, -3.40], [3.50, 1.14, -1.87], [2.09, 0.80, -1.38], [1.12, 1.96, -1.61], [1.50, 3.10, -1.81], [-0.17, 1.60, -1.56], [-1.25, 2.55, -1.74], [-1.68, 2.59, -3.21], [-2.36, 1.29, -3.62], [-3.58, 1.03, -2.73], [-3.16, 0.95, -1.27], [-2.44, 2.22, -0.84], [2.08, 0.43, 0.04], [2.23, 1.50, 0.99], [0.90, 2.06, 1.55], [0.71, 3.57, 1.33], [1.27, 4.16, 2.62], [0.81, 3.12, 3.64], [0.89, 1.87, 2.97], [1.94, -0.88, 0.34], [1.95, -1.75, -0.52], [1.80, -1.29, 1.81], [0.55, -0.91, 2.43], [-0.84, -1.10, 1.52], [-0.64, -0.66, 0.15], [-1.89, -0.45, 2.24], [-1.05, -2.86, 1.54], [-0.42, -3.64, 0.59], [-0.55, -5.02, 0.64], [-1.31, -5.61, 1.64], [-1.50, -6.94, 1.78], [-0.90, -7.82, 0.86], [-1.94, -4.80, 2.60], [-1.81, -3.43, 2.55], [3.28, 0.14, -3.78], [2.87, 1.86, -3.80], [4.56, 1.35, -3.74], [3.78, 2.13, -1.52], [4.20, 0.40, -1.47], [1.73, -0.08, -1.92], [-0.41, 0.67, -1.24], [-0.84, 3.54, -1.48], [-0.80, 2.77, -3.83], [-2.37, 3.42, -3.35], [-1.66, 0.46, -3.52], [-2.67, 1.34, -4.67], [-4.07, 0.10, -3.03], [-4.30, 1.85, -2.86], [-2.50, 0.09, -1.12], [-4.03, 0.80, -0.63], [-2.10, 2.10, 0.20], [-3.13, 3.06, -0.87], [2.83, 1.16, 1.84], [2.78, 2.30, 0.49], [0.07, 1.49, 1.13], [1.21, 3.92, 0.43], [-0.36, 3.79, 1.25], [0.88, 5.15, 2.84], [2.35, 4.21, 2.58], [1.44, 3.07, 4.53], [-0.23, 3.30, 3.94], [1.86, -2.38, 1.82], [2.62, -0.89, 2.40], [0.55, -0.01, 2.89], [0.17, -3.16, -0.18], [-0.05, -5.61, -0.11], [-1.20, -8.82, 1.17], [0.19, -7.74, 0.88], [-1.26, -7.63, -0.16], [-2.53, -5.28, 3.36], [-2.29, -2.79, 3.27]], "lowdin_charge": [-0.087, -0.188, -0.197, -0.449, 0.059, 0.138, -0.301, -0.142, -0.199, -0.203, -0.195, -0.138, -0.004, -0.052, -0.282, -0.117, -0.140, -0.178, -0.147, -0.460, 0.044, -0.115, -0.092, 0.685, -0.304, -0.274, -0.279, -0.042, 0.005, -0.266, -0.074, -0.080, 0.015, -0.043, 0.076, 0.073, 0.072, 0.107, 0.120, 0.151, 0.104, 0.141, 0.115, 0.119, 0.111, 0.108, 0.108, 0.113, 0.089, 0.115, 0.103, 0.122, 0.134, 0.131, 0.114, 0.106, 0.119, 0.115, 0.117, 0.123, 0.126, 0.125, 0.131, 0.077, 0.102, 0.108, 0.094, 0.097, 0.097, 0.122, 0.117]}

=====

Entry 2:
{"formula": "C24H37N7OPdSSi", "method": "wB97M-V/def2-TZVPD", "homo_energy_ev": [-14.137, -14.134], "e_tot_ev": -60143.1854, "max_force_ha_per_bohr": 0.0799, "charge": 2, "symbols": ["Pd", "C", "C", "C", "C", "N", "C", "S", "N", "C", "C", "C", "C", "H", "H", "H", "H", "H", "H", "H", "H", "H", "H", "H", "H", "H", "H", "H", "H", "H", "H", "H", "H", "N", "C", "N", "N", "C", "N", "H", "H", "H", "H", "O", "H", "H", "N", "C", "C", "C", "C", "C", "C", "C", "Si", "C", "C", "C", "C", "C", "C", "H", "H", "H", "H", "H", "H", "H", "H", "H", "H", "H"], "xyz": [[0.72, 0.73, 0.02], [-4.66, 1.48, 1.80], [-5.46, 0.43, 1.02], [-5.16, -1.03, 1.38], [-3.85, -1.57, 0.81], [-2.74, -0.95, 1.50], [-1.46, -1.25, 1.56], [-0.43, 0.01, 2.21], [-0.85, -2.39, 1.26], [-1.40, -3.69, 0.91], [-2.07, -4.42, 2.08], [-1.12, -4.81, 3.22], [-0.83, -3.68, 4.19], [-5.17, 2.44, 1.72], [-3.66, 1.63, 1.40], [-4.62, 1.23, 2.85], [-5.31, 0.58, -0.05], [-6.51, 0.60, 1.22], [-5.96, -1.65, 0.98], [-5.16, -1.15, 2.46], [-3.79, -1.33, -0.26], [-3.82, -2.65, 0.93], [-2.98, -0.01, 1.81], [0.16, -2.37, 1.40], [-0.57, -4.29, 0.54], [-2.12, -3.56, 0.09], [-2.50, -5.33, 1.66], [-2.89, -3.83, 2.49], [-0.19, -5.21, 2.82], [-1.60, -5.62, 3.79], [-0.25, -2.88, 3.73], [-0.27, -4.05, 5.05], [-1.76, -3.25, 4.57], [4.50, -2.60, -2.74], [4.71, -2.66, -1.41], [5.84, -3.17, -0.95], [3.86, -2.20, -0.52], [2.75, -1.63, -0.57], [1.68, -1.16, -0.41], [5.18, -2.97, -3.38], [3.62, -2.29, -3.11], [6.53, -3.59, -1.56], [5.99, -3.23, 0.04], [2.47, 0.99, 2.04], [2.10, 1.17, 2.91], [3.30, 0.53, 2.18], [-2.38, 0.76, -0.99], [-1.24, 0.68, -0.80], [1.17, 0.73, -4.93], [2.40, 0.47, -4.36], [2.72, 0.99, -3.11], [1.81, 1.78, -2.44], [0.57, 2.05, -3.02], [0.25, 1.52, -4.26], [2.29, 2.48, -0.67], [1.86, 4.36, -0.75], [2.87, 5.24, -1.11], [2.64, 6.61, -1.05], [1.40, 7.09, -0.67], [0.39, 6.20, -0.32], [0.60, 4.84, -0.38], [0.92, 0.33, -5.90], [3.14, -0.12, -4.89], [3.70, 0.79, -2.69], [-0.14, 2.71, -2.53], [-0.71, 1.74, -4.70], [3.78, 2.38, -0.59], [3.83, 4.88, -1.44], [3.43, 7.29, -1.32], [1.21, 8.15, -0.66], [-0.58, 6.58, -0.01], [-0.19, 4.16, -0.11]], "lowdin_charge": [0.569, -0.108, -0.240, -0.179, -0.169, 0.051, -0.731, 0.784, 0.036, -0.155, -0.186, -0.243, -0.100, 0.083, 0.044, 0.083, 0.107, 0.113, 0.122, 0.122, 0.120, 0.102, 0.075, 0.104, 0.132, 0.118, 0.123, 0.104, 0.110, 0.114, 0.042, 0.079, 0.080, 0.212, -0.466, 0.207, 0.140, -0.338, 0.060, 0.128, 0.114, 0.130, 0.134, -0.133, 0.049, 0.072, 0.050, -0.289, -0.029, -0.066, -0.127, -0.329, -0.108, -0.037, 0.899, -0.326, -0.103, -0.053, -0.046, -0.058, -0.113, 0.122, 0.110, 0.096, 0.102, 0.123, 0.014, 0.103, 0.118, 0.120, 0.115, 0.097]}

=====

Entry 3:
{"formula": "C24H38AsBaN7O2P2S4", "method": "wB97M-V/def2-TZVPD", "multiplicity": 2, "homo_energy_ev": [-1.249, -4.174], "e_tot_ev": -163488.4070, "max_force_ha_per_bohr": 0.0158, "charge": -1, "symbols": ["Ba", "C", "N", "C", "C", "N", "C", "P", "C", "N", "C", "C", "N", "C", "C", "N", "C", "C", "N", "C", "H", "H", "H", "H", "H", "H", "H", "H", "H", "H", "H", "H", "H", "H", "H", "S", "C", "C", "C", "C", "C", "N", "H", "H", "H", "H", "C", "C", "O", "P", "S", "S", "O", "C", "C", "H", "H", "H", "H", "H", "H", "H", "H", "H", "H", "C", "As", "C", "C", "S", "H", "H", "H", "H", "H", "H", "H", "H", "H"], "xyz": [[-0.02, -0.38, -0.12], [-1.25, -1.78, -5.94], [-0.42, -1.71, -4.76], [0.88, -2.15, -4.67], [1.28, -1.89, -3.39], [0.26, -1.30, -2.72], [-0.76, -1.20, -3.55], [-2.44, -0.48, -3.26], [-2.89, -1.65, -1.83], [-2.16, -1.98, -0.77], [-3.00, -2.54, 0.14], [-4.27, -2.56, -0.37], [-4.19, -1.99, -1.61], [-5.30, -1.75, -2.51], [-1.88, 1.19, -2.77], [-0.92, 1.52, -1.90], [-1.09, 2.83, -1.59], [-2.16, 3.34, -2.26], [-2.67, 2.30, -3.00], [-3.81, 2.34, -3.88], [-0.67, -2.22, -6.75], [-2.13, -2.39, -5.76], [-1.58, -0.78, -6.24], [1.38, -2.60, -5.51], [2.23, -2.06, -2.92], [-2.66, -2.88, 1.10], [-5.21, -2.89, 0.04], [-6.19, -2.20, -2.09], [-5.46, -0.67, -2.63], [-5.10, -2.18, -3.49], [-0.42, 3.33, -0.91], [-2.62, 4.31, -2.28], [-4.22, 3.35, -3.88], [-3.53, 2.06, -4.89], [-4.59, 1.65, -3.53], [-3.05, 0.99, 0.93], [-2.58, 0.12, 2.34], [-3.40, 0.06, 3.49], [-2.99, -0.65, 4.59], [-1.76, -1.30, 4.58], [-0.99, -1.18, 3.44], [-1.38, -0.49, 2.37], [-4.35, 0.57, 3.46], [-3.64, -0.70, 5.46], [-1.40, -1.88, 5.42], [-0.01, -1.64, 3.36], [6.85, -3.40, -0.11], [5.40, -3.43, -0.51], [4.58, -3.17, 0.62], [3.52, -1.95, 0.71], [3.61, -0.66, -0.77], [1.73, -2.69, 1.09], [4.00, -1.28, 2.10], [5.27, -0.63, 2.16], [5.15, 0.57, 3.08], [7.49, -3.64, -0.97], [7.05, -4.13, 0.68], [7.13, -2.41, 0.26], [5.11, -4.41, -0.90], [5.19, -2.68, -1.28], [5.56, -0.30, 1.15], [6.01, -1.34, 2.52], [4.42, 1.27, 2.69], [6.12, 1.07, 3.17], [4.83, 0.25, 4.07], [-1.13, 2.93, 3.37], [0.56, 3.49, 2.65], [1.55, 4.20, 4.16], [0.19, 5.05, 1.56], [1.66, 1.99, 1.69], [-1.63, 3.78, 3.83], [-0.95, 2.15, 4.11], [-1.75, 2.52, 2.56], [1.04, 5.07, 4.58], [2.55, 4.47, 3.83], [1.63, 3.42, 4.91], [-0.11, 5.89, 2.18], [-0.62, 4.81, 0.87], [1.09, 5.31, 0.99]], "lowdin_spin": [0.005, 0.011, 0.002, 0.000, 0.001, 0.003, 0.029, 0.250, 0.104, 0.052, 0.006, 0.027, 0.042, 0.014, 0.122, 0.105, 0.006, 0.054, 0.089, 0.020, 0.001, 0.002, 0.006, 0.000, 0.000, 0.000, 0.004, 0.000, 0.008, 0.003, 0.000, 0.009, 0.000, 0.008, 0.009, 0.006, 0.001, 0.000, 0.000, 0.000, 0.000, 0.000, 0.000, 0.000, 0.000, 0.000, 0.000, 0.000, 0.000, 0.000, 0.000, 0.000, 0.000, 0.000, 0.000, 0.000, 0.000, 0.000, 0.000, 0.000, 0.000, 0.000, 0.000, 0.000, 0.000, 0.000, 0.000, 0.000, 0.000, 0.000, 0.000, 0.000, 0.000, 0.000, 0.000, 0.000, 0.000, 0.001, 0.000]}

=====

ΔE to the lowest compared entry with this formula, charge and spin across the listed records, respectively: 34.9, 88.7, 12.0 kcal/mol.